Entry i
{"formula": "CH8N2S", "method": "ωB97M-V/def2-TZVPD", "symbols": ["N", "C", "N", "H", "H", "H", "H", "H", "H", "S", "H", "H"], "positions_angstrom": [[3.18, -0.95, -0.19], [2.69, -1.73, -1.31], [3.63, -2.43, -2.14], [3.52, -0.04, -0.48], [3.93, -1.43, 0.30], [2.08, -1.05, -1.91], [1.93, -2.41, -0.88], [4.40, -2.79, -1.60], [4.03, -1.82, -2.84], [-4.71, 2.50, 1.71], [-5.15, 1.25, 1.91], [-3.60, 2.23, 2.42]], "nbo_charge": [-0.85, -0.06, -0.84, 0.35, 0.35, 0.18, 0.17, 0.35, 0.35, -0.28, 0.14, 0.14], "lumo_ev": 1.06, "homo_ev": -9.14, "gap_ev": 10.19, "total_charge": 0}

***

Entry ii
{"formula": "CH8N2S", "method": "ωB97M-V/def2-TZVPD", "symbols": ["N", "C", "N", "H", "H", "H", "H", "H", "H", "S", "H", "H"], "positions_angstrom": [[0.61, -1.32, 0.35], [1.18, -0.23, -0.41], [1.14, 1.06, 0.07], [-0.09, -0.86, 0.93], [1.34, -1.60, 1.02], [0.73, -0.41, -1.38], [2.20, -0.49, -0.68], [1.40, 1.21, 1.08], [0.45, 1.70, -0.35], [-3.03, -0.29, -0.10], [-3.67, 0.85, 0.40], [-2.28, 0.38, -0.93]], "nbo_charge": [-0.83, -0.07, -0.88, 0.35, 0.34, 0.18, 0.15, 0.38, 0.38, -0.28, 0.15, 0.13], "lumo_ev": 0.77, "homo_ev": -8.76, "gap_ev": 9.52, "total_charge": 0}

***

Short version: entry i is the most stable of them.

***

Entry i
{"formula": "C9H10N2O2", "method": "ωB97M-V/def2-TZVPD", "symbols": ["C", "C", "C", "C", "C", "C", "C", "C", "C", "N", "N", "O", "O", "H", "H", "H", "H", "H", "H", "H", "H", "H", "H"], "positions_angstrom": [[1.18, -2.22, -0.74], [-2.38, 0.81, 1.17], [-1.48, 0.09, 2.01], [-2.48, 0.13, 0.00], [-1.30, -1.08, 1.40], [1.79, 1.98, -1.41], [0.31, 1.61, -1.20], [1.45, 0.08, -0.13], [1.81, -1.33, 0.23], [0.60, -2.90, -1.48], [-1.87, -1.11, 0.17], [2.44, 0.94, -0.68], [0.26, 0.48, -0.43], [-2.57, 1.85, 1.24], [-1.00, 0.14, 3.00], [-2.80, 0.46, -0.95], [2.07, 1.77, -2.46], [2.29, 2.93, -1.12], [-0.54, 2.30, -1.20], [-0.72, -1.98, 1.71], [1.81, -1.65, 1.27], [2.84, -1.46, 0.15], [-1.70, -1.84, -0.55]], "nbo_charge": [0.30, -0.30, -0.33, -0.07, -0.06, -0.14, -0.01, 0.55, -0.59, -0.34, -0.53, -0.50, -0.39, 0.21, 0.23, 0.21, 0.17, 0.19, 0.20, 0.20, 0.27, 0.28, 0.44], "lumo_ev": [0.52, 0.63], "homo_ev": [-6.97, -7.69], "gap_ev": [7.49, 8.32], "total_charge": 0}

***

Entry ii
{"formula": "C9H10N2O2", "method": "ωB97M-V/def2-TZVPD", "symbols": ["C", "C", "C", "C", "C", "C", "C", "C", "C", "N", "N", "O", "O", "H", "H", "H", "H", "H", "H", "H", "H", "H", "H"], "positions_angstrom": [[0.05, 1.69, -1.18], [3.10, 0.09, -0.12], [2.31, 0.84, -0.92], [1.18, -1.17, 0.68], [2.51, -0.57, 1.13], [-2.87, 0.28, -0.61], [-2.44, 0.33, 0.86], [-1.30, -1.22, -0.23], [0.90, 0.81, -0.59], [-0.74, 2.46, -1.52], [0.37, -0.42, -0.08], [-2.01, -0.66, -1.20], [-1.87, -0.99, 1.01], [4.10, -0.17, -0.47], [2.62, 1.57, -1.68], [0.94, -2.29, 0.90], [3.21, -1.39, 1.46], [2.60, 0.14, 2.03], [-3.87, 0.03, -0.75], [-2.72, 1.25, -1.20], [-1.72, 1.04, 1.17], [-3.30, 0.60, 1.62], [-1.06, -2.26, -0.30]], "nbo_charge": [0.27, -0.24, -0.20, 0.05, -0.51, -0.12, -0.12, 0.62, -0.20, -0.42, -0.33, -0.46, -0.49, 0.21, 0.23, 0.21, 0.23, 0.22, 0.19, 0.25, 0.21, 0.21, 0.20], "lumo_ev": [0.65, 0.66], "homo_ev": [-6.94, -6.94], "gap_ev": [7.60, 7.60], "total_charge": 0}

***

Entry iii
{"formula": "C9H10N2O2", "method": "ωB97M-V/def2-TZVPD", "symbols": ["H", "N", "C", "N", "C", "O", "C", "C", "C", "C", "C", "C", "C", "O", "H", "H", "H", "H", "H", "H", "H", "H", "H"], "positions_angstrom": [[2.20, -2.23, -0.18], [3.11, -1.79, -0.18], [2.88, -0.56, -0.01], [3.83, 0.42, 0.10], [1.47, -0.02, 0.23], [1.32, 1.18, -0.52], [0.07, 1.72, -0.07], [-1.06, 0.73, -0.08], [-2.40, 1.07, 0.01], [-3.43, 0.09, -0.04], [-3.10, -1.28, -0.08], [-1.74, -1.66, -0.08], [-0.78, -0.65, -0.06], [0.56, -1.03, -0.09], [3.46, 1.31, -0.17], [4.73, 0.14, -0.26], [1.30, 0.22, 1.29], [-0.21, 2.62, -0.57], [0.25, 2.03, 0.97], [-2.66, 2.12, 0.05], [-4.48, 0.38, -0.01], [-3.84, -2.08, -0.14], [-1.47, -2.73, -0.12]], "nbo_charge": [0.35, -0.67, 0.40, -0.81, 0.30, -0.52, -0.09, -0.14, -0.17, -0.24, -0.19, -0.26, 0.31, -0.51, 0.40, 0.40, 0.16, 0.21, 0.18, 0.21, 0.22, 0.22, 0.24], "lumo_ev": 0.75, "homo_ev": -8.92, "gap_ev": 9.67, "total_charge": 0}

***

Short version: entry iii is the most stable of them.